1.
65
Properties=species:S:1:pos:R:3:forces:R:3:lowdin_spin:R:1 method="wB97M-V/def2-TZVPD" s_squared=2.027 homo_ev="-11.0 / -11.5" spin_multiplicity=3 de_lowest_kcal_mol=7.3 total_charge=+1 total_energy_ev=-32435.117
O -0.781041 5.471723 -0.649973 0.271 0.842 -0.524 0.00
C -0.014734 6.090490 -1.727749 0.163 -0.519 -0.210 0.00
C -0.416804 7.510489 -1.362110 -0.338 -0.687 0.560 0.00
H -0.386211 5.748874 -2.696415 0.216 -0.067 0.001 0.00
H 1.057572 5.898124 -1.616869 -0.114 -0.194 -0.139 0.00
C -1.192130 6.799906 -0.212972 -0.312 0.748 0.203 0.00
H -1.052682 7.998525 -2.097965 0.129 0.145 0.111 0.00
H 0.403825 8.134718 -1.016478 -0.117 0.143 -0.149 0.00
C -2.697060 6.975413 -0.287091 0.023 -0.021 0.147 0.00
H -3.073015 6.747222 -1.290611 0.063 -0.021 0.202 0.00
H -2.943465 8.018359 -0.050820 -0.025 -0.198 -0.046 0.00
H -3.189128 6.326895 0.449439 0.019 0.105 -0.208 0.00
C -0.654050 7.110273 1.170707 -0.116 -0.031 0.041 0.00
H 0.432614 6.968848 1.210443 -0.202 0.003 0.008 0.00
H -1.134872 6.459103 1.912816 0.160 0.137 -0.090 0.00
H -0.882848 8.154583 1.418647 0.076 -0.209 0.032 0.00
W 0.508384 -2.453118 1.412336 -4.942 -2.145 -1.695 1.45
C 2.078792 -2.468616 2.985116 1.133 0.640 0.056 0.03
C 2.671209 -2.784892 1.711428 0.818 0.393 0.626 0.05
C 2.490586 -1.657681 0.840612 0.766 0.465 0.576 0.07
H 3.234584 -3.690817 1.495975 -0.484 0.219 -0.084 0.00
C 1.810855 -0.623838 1.586636 0.921 -0.268 0.646 0.03
C 1.595833 -1.117704 2.922312 1.072 0.014 -0.374 0.03
H 1.208135 -0.543522 3.760350 -0.244 -0.283 -0.339 0.00
H 2.132319 -3.093053 3.874611 -0.246 0.120 -0.338 0.01
H 2.909637 -1.545718 -0.155142 -0.375 -0.157 0.153 0.01
H 1.638951 0.397363 1.247385 -0.277 -0.465 -0.009 0.00
C -1.986253 -3.558601 1.993978 0.939 0.872 0.847 0.04
C -1.350504 -2.568177 2.827989 -0.776 0.457 -0.409 0.00
C -1.282139 -1.331503 2.052343 -0.514 -0.375 -0.091 0.00
H -1.165599 -2.643764 3.899868 -0.086 -0.046 -0.411 0.00
C -1.754518 -1.644185 0.712753 -0.093 -0.184 1.047 0.06
C -2.237391 -2.987002 0.726751 0.717 0.962 -0.025 -0.02
H -2.779048 -3.461194 -0.089293 0.495 -0.013 0.117 0.00
H -2.316992 -4.533851 2.345184 0.445 0.123 -0.283 0.00
H -1.147609 -0.329976 2.453728 0.030 -0.309 -0.174 0.00
H -1.843577 -0.904475 -0.075932 0.039 -0.150 0.055 0.01
O -1.208679 1.431015 -0.573896 1.200 0.540 -0.460 0.00
C -0.677744 2.337519 0.421791 -0.384 0.019 0.299 0.00
C 0.656050 2.931479 -0.072153 0.043 -0.364 -0.296 0.00
H -0.560199 1.771122 1.364975 0.006 0.233 -0.213 0.00
H -1.430235 3.126660 0.582273 0.315 -0.264 -0.047 0.00
C 0.670659 2.589741 -1.582106 -0.837 0.210 0.182 0.00
H 1.526859 2.467649 0.419505 -0.285 0.150 -0.033 0.00
H 0.669327 4.012508 0.088938 0.112 -0.321 0.083 0.00
C -0.217241 1.328383 -1.628577 0.168 -0.353 0.128 0.00
H 1.682348 2.424796 -1.976876 -0.360 -0.020 0.083 0.00
H 0.195722 3.417749 -2.139395 0.216 -0.450 0.163 0.00
H 0.430546 0.448185 -1.413946 -0.324 0.187 -0.198 0.00
H -0.751268 1.160174 -2.579879 0.282 0.125 0.430 0.00
C 2.194255 -6.440033 -1.697455 0.450 0.139 -0.137 0.00
C 0.702707 -6.291483 -1.416462 -0.109 0.391 0.303 0.02
C -0.078492 -6.088913 -2.710598 -0.189 0.169 -0.308 0.01
C 0.180225 -7.493049 -0.631243 -0.201 -0.193 0.215 0.01
C 0.554007 -5.078098 -0.577631 0.251 0.586 0.391 0.15
C 0.542489 -4.066218 0.121851 0.420 -0.551 -0.470 0.02
H 2.406347 -7.341644 -2.287075 -0.110 0.193 0.126 0.00
H 2.743115 -6.494523 -0.750533 -0.003 -0.076 -0.207 0.00
H 2.551555 -5.558785 -2.250706 -0.003 -0.315 0.116 0.00
H -0.020292 -6.982326 -3.344070 0.013 0.156 0.142 0.00
H -1.131796 -5.878316 -2.492566 0.151 -0.097 -0.098 0.00
H 0.331369 -5.235021 -3.266206 -0.129 -0.223 0.064 0.00
H 0.733444 -7.592658 0.308987 -0.095 -0.081 -0.145 0.00
H -0.880449 -7.354768 -0.388315 0.180 -0.117 -0.060 0.00
H 0.293743 -8.420366 -1.210615 -0.014 0.282 0.116 0.00

---

2.
66
Properties=species:S:1:pos:R:3:forces:R:3:lowdin_spin:R:1 method="wB97M-V/def2-TZVPD" s_squared=3.855 homo_ev="-4.2 / -5.5" spin_multiplicity=4 total_charge=0 total_energy_ev=-82731.964
P 0.250001 -2.766733 0.183349 1.860 2.308 -0.840 0.07
P -0.118165 2.190988 0.744847 -0.513 -5.549 0.619 0.10
C 0.489981 -1.083392 -0.584737 -1.369 0.457 -0.364 0.12
C 0.662832 0.589206 -0.158824 0.609 2.547 -0.126 0.09
H -0.333945 -0.975611 -1.383536 0.660 -0.510 0.343 0.04
H 1.466441 -1.084372 -1.073613 -0.401 -0.355 -0.195 0.01
H 1.614338 0.554281 0.400364 -0.478 0.058 -0.211 0.00
H 0.900147 1.074583 -1.124798 0.397 -0.810 0.447 0.01
C -1.560077 2.791676 -0.083449 -0.497 0.896 -0.413 0.04
H -2.157885 3.285410 0.690289 0.015 0.171 -0.115 0.00
H -2.203628 1.975593 -0.489774 0.196 0.314 0.203 0.04
H -1.281892 3.496938 -0.872279 -0.311 -0.118 -0.074 0.00
C 1.188882 3.381630 1.063701 0.564 0.903 0.380 0.03
H 1.055579 4.249982 0.381118 0.106 -0.487 0.485 0.00
H 2.208982 2.955855 0.919253 -0.848 0.222 0.025 0.01
H 1.093411 3.692161 2.134857 0.138 -0.099 -0.852 0.00
C -0.935187 -4.085679 -0.272501 -0.165 0.124 0.173 0.03
H -1.062945 -4.696398 0.639726 0.128 0.035 -0.484 0.00
H -0.657783 -4.692517 -1.153970 0.115 0.396 0.560 0.00
H -1.900412 -3.606551 -0.467675 0.082 0.062 0.005 0.02
C 2.018937 -3.431793 0.102516 -0.666 0.142 0.604 0.01
H 2.700105 -2.555122 0.153487 -0.564 -0.480 -0.091 0.00
H 2.236704 -4.007794 -0.836650 -0.405 0.381 1.051 0.00
H 2.173169 -4.005008 1.042709 0.125 -0.053 -0.845 0.00
Co -1.489983 0.122293 -0.861919 1.067 -0.199 0.627 1.10
C 0.339561 0.936153 -3.280878 -0.976 1.241 0.724 0.11
C -0.969762 0.884940 -2.874093 1.161 0.689 -1.871 0.03
C -1.943125 0.253801 -3.828409 -0.588 -1.057 0.257 0.04
C -1.584037 -1.252309 -4.197254 -1.101 1.896 -0.647 0.01
C -0.771720 -1.906036 -3.170744 1.071 -2.025 -0.032 0.04
C 0.580664 -1.937359 -3.145400 -1.143 -1.987 -1.946 0.02
C 1.368321 -1.224543 -4.201955 0.638 0.926 0.049 0.01
C 0.943630 0.275113 -4.443000 0.728 -1.206 -0.945 0.02
C -0.119999 -2.090703 1.789377 0.262 -1.224 1.562 0.02
H 1.023948 1.664613 -2.877470 0.016 0.110 0.730 0.01
H -1.385926 1.669895 -2.197688 0.481 -0.583 -0.460 0.02
H -2.082670 0.780358 -4.795131 0.148 0.155 0.577 0.00
H -2.875146 0.245985 -3.261186 -0.338 -0.073 -0.437 0.03
H -2.571351 -1.740633 -4.315192 0.688 -0.081 -0.049 0.00
H -1.078696 -1.206932 -5.179584 -0.236 -0.411 0.438 0.00
H -1.326966 -2.590670 -2.535082 0.127 0.195 0.228 0.01
H 1.135241 -2.770066 -2.629112 -0.705 1.155 -0.159 0.01
H 1.417091 -1.688671 -5.215032 -0.245 -0.216 0.746 0.00
H 2.392050 -1.224624 -3.826237 0.268 0.167 -0.231 0.00
H 1.890230 0.786425 -4.710341 -0.687 -0.028 -0.084 0.00
H 0.270952 0.283471 -5.312580 0.235 0.236 0.138 0.01
H 0.805179 -1.592416 2.104533 -0.311 0.307 -0.163 0.00
H -0.321464 -2.810118 2.585111 -0.121 -0.284 -0.061 0.00
H -0.958694 -1.394736 1.770310 0.145 0.191 -0.372 0.01
C 1.981583 1.646629 5.315523 0.547 -0.107 -0.083 0.02
C 2.441101 1.149935 4.109057 1.047 -0.060 0.065 0.07
C 1.609231 1.014376 3.022756 -1.175 -0.111 0.254 0.03
C 0.205381 1.259404 3.204508 0.404 -0.086 0.543 0.04
C -0.779484 1.300835 2.164945 1.272 1.258 -1.359 0.19
C -2.170086 1.181539 2.411720 -0.284 0.078 1.255 0.20
C -2.563760 1.418158 3.746328 -0.418 -0.393 -1.204 0.03
C -1.659310 1.739979 4.741286 -0.693 0.381 0.113 0.16
C -0.269587 1.612889 4.506719 -0.048 0.213 -0.446 0.02
C 0.663476 1.927494 5.481661 -0.214 -0.144 0.679 0.06
H 2.665134 1.781100 6.125819 0.371 0.175 0.363 0.00
H 3.495865 0.893491 4.039685 -0.105 0.041 -0.184 0.01
H 2.056059 0.669411 2.088166 -0.420 0.163 0.357 0.00
H -2.859528 0.824894 1.626969 0.194 0.493 0.482 0.04
H -3.622275 1.376566 3.973082 -0.069 -0.027 0.122 0.00
H -2.053031 2.133937 5.688782 0.445 -0.391 -0.292 0.01
H 0.324296 2.348810 6.407569 -0.216 0.065 0.430 0.00

---

3.
87
Properties=species:S:1:pos:R:3:forces:R:3:lowdin_spin:R:1 method="wB97M-V/def2-TZVPD" s_squared=0.782 homo_ev="-16.7 / -16.9" spin_multiplicity=2 de_lowest_kcal_mol=50.2 total_charge=+3 total_energy_ev=-93833.234
Ta 0.258965 -0.963313 -0.608996 1.483 0.487 1.038 -0.01
C 3.634171 -1.798958 -2.616858 -0.038 -0.031 0.010 0.00
Si 3.869039 -0.624361 -1.175294 -0.158 0.091 -0.047 0.01
C 4.558598 0.898224 -2.014356 0.015 -0.053 0.020 0.00
C 4.986622 -1.407326 0.090292 -0.031 -0.101 -0.046 0.01
N 2.256923 -0.030295 -0.271267 0.656 0.291 0.182 0.36
C 2.509081 0.892339 0.687079 0.001 -0.137 0.083 0.09
C 3.821256 1.298742 1.116459 -0.028 0.033 -0.080 0.09
C 4.018121 2.199783 2.120200 -0.001 0.005 -0.006 0.01
C 2.924783 2.773935 2.786308 0.029 0.015 0.031 0.19
C 1.631435 2.433605 2.421843 -0.006 -0.041 0.009 -0.01
C 1.436096 1.522738 1.405104 0.006 -0.009 0.009 0.13
O 0.197451 1.137340 0.990745 -0.058 -0.079 0.162 0.06
C -0.883622 1.965638 1.429407 0.033 0.036 -0.072 0.00
C -0.974160 3.238718 0.895285 -0.048 0.006 -0.024 0.00
C -1.975637 4.081997 1.355961 -0.014 0.000 -0.044 0.00
C -2.865042 3.639030 2.325923 -0.024 0.003 0.006 0.00
C -2.747964 2.358715 2.848735 -0.003 -0.022 0.006 0.00
C -1.739844 1.508630 2.408912 -0.015 0.008 0.005 0.00
H 4.643314 -2.204543 -2.746188 0.024 0.060 -0.061 0.00
H 3.419719 -1.276700 -3.554955 0.060 -0.038 -0.053 0.00
H 2.998844 -2.676147 -2.503976 0.023 0.109 0.013 0.00
H 5.552905 0.611992 -2.376320 -0.006 0.014 0.019 0.00
H 4.682990 1.809516 -1.434841 -0.021 -0.004 0.093 0.00
H 3.987062 1.146041 -2.911143 0.014 0.005 0.003 0.00
H 5.569528 -2.182370 -0.409326 -0.031 -0.049 -0.018 0.00
H 4.425151 -1.892275 0.886510 -0.018 -0.038 0.073 0.00
H 5.701505 -0.727046 0.548336 0.035 -0.001 -0.038 0.00
H 4.691006 0.874698 0.657086 0.031 0.009 -0.083 0.00
H 5.025286 2.466438 2.409879 -0.001 -0.002 -0.006 0.00
H 3.086643 3.482255 3.587971 -0.004 -0.002 -0.003 0.01
H 0.787455 2.879808 2.927413 0.013 -0.002 -0.006 0.00
H -0.247333 3.595755 0.174154 -0.007 -0.007 0.000 0.00
H -2.049810 5.088630 0.966030 -0.003 -0.010 0.001 0.00
H -3.640340 4.300331 2.688970 0.006 -0.005 -0.003 0.00
H -3.431266 2.022067 3.616988 0.002 0.004 -0.005 0.00
H -1.632305 0.515220 2.821375 0.002 0.005 -0.004 0.00
N 0.791605 -1.548017 2.229388 -0.023 0.035 -0.022 0.00
N -0.126755 -2.515627 2.692075 -0.079 0.057 0.059 0.00
C -0.728003 -3.294707 1.790109 0.084 -0.024 -0.015 0.00
N -1.567109 -4.250290 2.107017 -0.011 0.023 0.054 0.00
N -0.366017 -2.948153 0.536381 -0.393 0.272 -0.151 0.00
N -0.819168 -3.526643 -0.549363 0.045 0.243 -0.055 0.00
O -1.399396 -4.541149 -0.690240 -0.032 -0.028 0.045 0.00
O -0.484653 -2.735939 -1.526595 -0.597 -0.700 -0.347 0.00
H 1.732629 -1.936310 2.302883 0.019 0.037 -0.040 0.00
H 0.709378 -0.733259 2.829295 0.006 0.005 -0.008 0.00
H -0.183785 -2.722630 3.679879 0.050 -0.024 0.004 0.00
H -1.758618 -4.483655 3.071018 -0.007 0.000 -0.005 0.00
H -1.903129 -4.885515 1.395018 0.002 0.028 -0.008 0.00
N 0.717993 -1.050790 -2.805131 -0.186 -0.176 0.003 0.00
C 0.284502 0.063011 -3.692036 0.015 0.018 0.055 0.00
C 0.806047 1.314103 -3.039271 0.075 -0.039 -0.042 0.00
N 0.376027 1.278473 -1.622116 -0.135 -0.194 0.101 0.02
H 1.727819 -1.172077 -2.902058 0.011 -0.039 0.045 0.00
H 0.315912 -1.924493 -3.146234 0.023 0.003 -0.040 0.00
H -0.799656 0.054664 -3.747229 -0.015 -0.006 -0.030 0.00
H 0.680899 -0.079575 -4.696519 0.066 0.007 0.018 0.00
H 0.471976 2.216605 -3.549541 -0.056 0.001 0.033 0.00
H 1.896005 1.313696 -3.046505 0.000 0.023 -0.012 0.00
H -0.580458 1.613557 -1.548867 0.016 0.066 -0.007 0.00
H 0.956479 1.915583 -1.089519 0.009 -0.022 0.037 0.00
F 1.751088 -2.329924 -0.460658 -0.374 0.262 -0.408 0.02
Sb 2.471491 -4.810272 0.136895 0.188 0.042 0.115 0.00
F 3.340998 -6.350137 0.611351 -0.156 -0.075 -0.106 0.00
F 3.877129 -4.172267 -0.888949 0.030 0.103 0.086 0.00
F 2.864203 -3.642388 1.549234 -0.009 0.048 -0.049 0.00
F 1.409142 -4.873328 -1.391193 0.157 -0.084 0.019 0.00
F 0.895526 -5.218005 1.075564 0.151 -0.134 0.044 0.00
C -7.030948 3.195157 -0.319125 0.006 0.003 0.004 0.00
C -5.876459 2.243698 -0.331118 -0.008 -0.006 0.005 0.00
C -4.631966 2.627753 -0.840711 -0.003 0.031 0.011 0.00
C -3.574567 1.744844 -0.879083 0.044 0.000 0.007 0.00
C -3.761875 0.447568 -0.405195 -0.013 0.022 0.076 0.00
C -5.000061 0.028982 0.097509 0.031 0.017 0.024 0.00
C -6.036482 0.936037 0.139768 -0.006 0.009 -0.002 0.00
S -2.531087 -0.737358 -0.503542 0.029 -0.028 -0.248 0.00
O -1.446903 -0.665941 0.590948 -0.220 -0.054 -0.079 0.00
O -3.104561 -2.038536 -0.551348 -0.016 0.027 0.031 0.00
O -1.551462 -0.373942 -1.615537 -0.656 -0.298 -0.352 0.00
H -6.720946 4.213445 -0.542478 0.001 -0.005 -0.002 0.00
H -7.535182 3.182427 0.647206 -0.004 -0.005 -0.004 0.00
H -7.766003 2.892611 -1.068071 -0.002 0.003 0.002 0.00
H -4.503893 3.631303 -1.225903 0.004 -0.007 0.002 0.00
H -2.630770 2.055953 -1.302530 0.010 0.010 -0.008 0.00
H -5.144471 -0.989763 0.428766 0.004 0.000 -0.006 0.00
H -6.999131 0.622342 0.522901 0.003 0.001 0.000 0.00